--- A ---
The following is a DFT calculation (ωB97M-V/def2-TZVPD) of CHNP2S2 in the gas phase.

Geometry as ORCA input:
```
! RIJCOSX wB97M-V def2-TZVPD def2/J DEFGRID3
* xyz 0 1
H -1.885 1.444 -0.946
N -1.745 1.632 0.033
P -0.735 0.836 0.936
C 0.327 -0.648 0.146
S 0.864 -0.998 -1.516
P 2.178 -0.430 0.119
S 0.996 -1.835 1.228
*
```

Properties
- LUMO (Eh) = -0.01931
- SMILES string = [H]/N=P\C12SP1S2
- E_HOMO (eV) = -9.0
- orbital gap (Eh) = 0.3110

Here are the natural (NBO) charges for atoms 1 to 4, given in e: number 1, H, carries 0.3808; number 2, N, carries -1.0955; number 3, P, carries 1.1099; number 4, C, carries -0.9761



--- B ---
The following is a DFT calculation (ωB97M-V/def2-TZVPD) of CHNP2S2 in the gas phase.

Geometry as ORCA input:
```
! RIJCOSX wB97M-V def2-TZVPD def2/J DEFGRID3
* xyz 0 1
N 1.060 -1.015 -1.857
C 0.482 -0.168 -1.282
P -0.491 0.989 -0.715
S 0.199 1.379 1.310
P -0.880 0.422 2.903
S -2.090 -0.870 2.244
H 1.720 -0.738 -2.604
*
```

Properties
- LUMO (Eh) = -0.04366
- SMILES string = N=C=P#S#P=S
- E_HOMO (eV) = -8.7
- orbital gap (Eh) = 0.2776

Here are the natural (NBO) charges for atoms 1 to 4, given in e: number 1, N, carries -0.5719; number 2, C, carries 0.0257; number 3, P, carries 0.3438; number 4, S, carries -0.3854



Most stable of them? B.



--- A ---
The following is a DFT calculation (ωB97M-V/def2-TZVPD) of C3H8N4O in the gas phase.

Geometry as ORCA input:
```
! RIJCOSX wB97M-V def2-TZVPD def2/J DEFGRID3
* xyz 0 1
C 3.127 -0.227 0.047
N 1.982 -0.800 -0.062
N 0.950 0.185 -0.081
C -0.316 -0.059 -0.110
N -1.280 0.780 -0.183
N -0.866 2.077 0.061
O -0.608 -1.379 -0.126
C -2.008 -1.701 0.068
H 3.973 -0.882 0.124
H 3.316 0.898 -0.271
H 1.106 1.205 0.162
H -1.160 2.688 -0.768
H -1.338 2.477 0.854
H -2.347 -1.132 0.909
H -2.559 -1.313 -0.785
H -1.972 -2.816 0.162
*
```

Properties
- LUMO (Eh) = 0.03603
- SMILES string = C=NN/C(=N\N)OC
- E_HOMO (eV) = -8.5
- orbital gap (Eh) = 0.3471

Here are the natural (NBO) charges for atoms 1 to 4, given in e: number 1, C, carries -0.1326; number 2, N, carries -0.1698; number 3, N, carries -0.4952; number 4, C, carries 0.6908



--- B ---
The following is a DFT calculation (ωB97M-V/def2-TZVPD) of a molecular structure, C3H8N4O.

Geometry as ORCA input:
```
! RIJCOSX wB97M-V def2-TZVPD def2/J DEFGRID3
* xyz 0 1
C 0.533 -0.481 -0.522
C -0.698 -0.457 0.279
C -1.572 0.767 -0.105
H 2.649 -0.079 -2.394
H 1.287 1.309 -3.011
H 0.962 -1.524 -0.595
H -1.645 0.872 -1.266
H -1.048 1.911 0.377
H -1.852 0.892 2.254
H 0.599 -1.572 2.876
H 1.259 -0.572 1.753
N 1.772 0.553 -2.265
N 0.759 0.412 -1.296
N -0.737 -0.929 1.466
N 0.517 -1.532 1.823
O -2.785 0.431 0.627
*
```

Properties
- LUMO (Eh) = -0.06683
- E_HOMO (eV) = -8.6
- orbital gap (Eh) = 0.2508

Here are the natural (NBO) charges for atoms 1 to 4, given in e: number 1, C, carries -0.0623; number 2, C, carries 0.1896; number 3, C, carries -0.1276; number 4, H, carries 0.3944



Most stable of them? A.



--- A ---
The following is a DFT calculation (ωB97M-V/def2-TZVPD) of 2 unconnected molecules or ions with the total composition C5H11N2.

Geometry as ORCA input:
```
! RIJCOSX wB97M-V def2-TZVPD def2/J DEFGRID3
* xyz 1 1
C 2.195 -0.734 -0.845
C -1.405 1.286 0.368
C -0.733 0.537 1.453
C 1.373 0.464 -1.220
C -1.055 -1.267 -0.111
N 2.375 0.649 -0.395
N -0.522 0.034 0.199
H 1.737 -1.518 -0.255
H 2.783 -1.207 -1.676
H -2.453 1.318 0.131
H -0.842 2.164 0.069
H 0.008 1.002 1.941
H -1.366 -0.056 2.137
H 0.630 0.987 -1.804
H -0.273 -1.954 -0.095
H -1.871 -1.578 0.675
H -1.627 -1.236 -1.072
H 3.058 1.415 -0.010
*
```

Properties
- LUMO (spin up / spin down) (Eh) = -0.16078 / -0.16077
- E_HOMO (spin up / spin down) (eV) = -13.5 / -13.5
- orbital gap (spin up / spin down) (Eh) = 0.3356 / 0.3356

Here are the natural (NBO) charges for atoms 1 to 4, given in e: number 1, C, carries -0.2102; number 2, C, carries -0.2529; number 3, C, carries -0.2256; number 4, C, carries 0.3059



--- B ---
The following is a DFT calculation (ωB97M-V/def2-TZVPD) of a gas-phase ion, C5H11N2 (charge +1).

Geometry as ORCA input:
```
! RIJCOSX wB97M-V def2-TZVPD def2/J DEFGRID3
* xyz 1 1
C 0.389 -0.898 0.306
C -1.907 -0.179 -0.267
C -3.226 -0.017 0.237
C 2.728 -0.731 -0.272
C 1.456 1.295 -0.048
N -0.895 -0.575 0.513
N 1.391 -0.199 0.021
H -1.685 -0.369 -1.410
H -3.295 -0.469 1.218
H -3.987 -0.301 -0.401
H -3.622 0.980 0.409
H 3.557 -0.311 0.308
H 2.793 -1.853 -0.516
H 3.026 -0.321 -1.315
H 0.529 1.764 0.410
H 2.299 1.638 0.518
H 1.669 1.526 -1.124
H -1.219 -0.981 1.414
*
```

Properties
- LUMO (spin up / spin down) (Eh) = -0.17506 / -0.17498
- E_HOMO (spin up / spin down) (eV) = -12.5 / -12.5
- orbital gap (spin up / spin down) (Eh) = 0.2845 / 0.2847

Here are the natural (NBO) charges for atoms 1 to 4, given in e: number 1, C, carries 0.2993; number 2, C, carries 0.1775; number 3, C, carries -0.7187; number 4, C, carries -0.4395



Most stable of them? B.



--- A ---
The following is a DFT calculation (ωB97M-V/def2-TZVPD) of a gas-phase ion, C5H11N2 (charge +1).

Geometry as ORCA input:
```
! RIJCOSX wB97M-V def2-TZVPD def2/J DEFGRID3
* xyz 1 1
C 0.952 1.289 0.685
C -1.206 1.124 -0.145
C 1.129 -0.174 0.308
C -0.857 -0.390 -0.303
C -1.540 -1.345 0.568
N -0.115 1.928 0.490
N 1.900 -0.237 -1.024
H 1.670 1.748 1.337
H -1.567 1.675 -1.031
H -1.957 1.221 0.590
H 1.465 -0.783 1.110
H -0.873 -0.599 -1.375
H -1.029 -1.210 1.561
H -1.435 -2.312 0.289
H -2.558 -1.174 0.778
H 1.667 0.703 -1.349
H 1.418 -0.963 -1.681
H 2.935 -0.499 -0.810
*
```

Properties
- LUMO (Eh) = -0.14768
- E_HOMO (eV) = -14.1
- orbital gap (Eh) = 0.3701

Here are the natural (NBO) charges for atoms 1 to 4, given in e: number 1, C, carries -0.0209; number 2, C, carries -0.3258; number 3, C, carries -0.1359; number 4, C, carries -0.0821



--- B ---
The following is a DFT calculation (ωB97M-V/def2-TZVPD) of a gas-phase ion, C5H11N2 (charge +1).

Geometry as ORCA input:
```
! RIJCOSX wB97M-V def2-TZVPD def2/J DEFGRID3
* xyz 1 1
C -1.851 -1.645 1.275
N -1.096 -0.789 0.707
C -0.484 0.169 1.531
C 0.706 0.686 1.171
C 1.221 1.209 -0.177
C 0.303 0.844 -1.405
N 0.444 -0.612 -1.634
H -1.896 -1.655 2.357
H -2.403 -2.358 0.673
H -1.004 0.482 2.435
H 1.337 1.063 1.976
H 1.447 2.256 -0.059
H 2.105 0.607 -0.427
H 0.643 1.422 -2.262
H -0.673 1.197 -1.127
H -0.248 -0.976 -2.302
H 1.332 -0.891 -1.999
H 0.114 -1.010 -0.731
*
```

Properties
- LUMO (Eh) = -0.12140
- SMILES string = C=N/C=C\CC[NH3+]
- E_HOMO (eV) = -12.7
- orbital gap (Eh) = 0.3463

Here are the natural (NBO) charges for atoms 1 to 4, given in e: number 1, C, carries 0.0134; number 2, N, carries -0.5210; number 3, C, carries -0.0494; number 4, C, carries -0.1951



Most stable of them? B.